No. 1
Computed, not measured: a structure of composition C38H56BBr2CaCl3CsF13N2O8S3, with wB97M-V/def2-TZVPD.

Element x y z (Å)
C 1.410 6.551 -0.343
C 0.229 5.884 -1.120
C 0.624 4.581 -1.872
C 1.102 3.443 -0.961
C 2.058 2.329 -1.492
C 3.521 2.895 -1.214
C 3.896 4.262 -1.798
C 4.424 4.292 -3.239
S 5.867 3.189 -3.435
C 1.970 1.902 -2.965
F 1.612 2.902 -3.833
F 3.195 1.558 -3.426
C 1.066 0.701 -3.452
F 1.306 -0.486 -2.885
F 1.493 0.500 -4.728
C -0.466 1.026 -3.659
F -0.690 1.353 -4.944
F -0.909 2.077 -2.954
C -1.374 -0.236 -3.457
F -2.615 0.131 -3.900
F -1.532 -0.576 -2.183
F -1.003 -1.234 -4.219
C 1.994 1.141 -0.416
C 3.179 0.175 -0.529
C 2.940 -1.304 -0.273
C 4.168 -2.132 -0.772
O 4.380 -2.043 -1.965
N 5.027 -3.003 -0.051
C 4.429 -3.766 1.043
C 3.381 -4.631 0.762
C 2.789 -5.340 1.810
C 3.265 -5.139 3.089
C 4.328 -4.290 3.372
C 4.917 -3.586 2.334
C 0.633 0.494 -0.159
C 0.473 0.095 1.360
C -0.180 -1.306 1.436
C -0.515 -1.742 2.927
O -1.314 -1.404 0.565
C -2.388 -0.572 0.881
C -3.690 -1.321 1.079
C -4.855 -0.575 1.232
C -6.094 -1.194 1.365
C -6.175 -2.588 1.359
C -5.015 -3.338 1.232
C -3.783 -2.702 1.094
O -0.543 1.326 -0.387
S -0.394 2.862 -0.090
O -0.275 3.201 1.313
O -1.590 3.459 -0.609
H 1.007 7.448 0.167
H 2.203 6.851 -1.047
H 1.765 5.904 0.468
H -0.591 5.731 -0.413
H -0.157 6.572 -1.876
H 1.353 4.896 -2.610
H -0.255 4.338 -2.475
H 1.653 3.942 -0.150
H 4.322 2.202 -1.461
H 3.612 3.046 -0.108
H 4.784 4.561 -1.215
H 3.201 5.078 -1.618
H 3.664 4.170 -4.013
H 4.824 5.304 -3.376
H 6.204 3.301 -4.734
H 2.190 1.674 0.544
H 3.936 0.471 0.191
H 3.687 0.253 -1.497
H 2.742 -1.446 0.783
H 2.092 -1.732 -0.830
H 5.310 -3.668 -0.766
H 3.060 -4.704 -0.274
H 1.953 -5.998 1.598
H 2.789 -5.664 3.915
H 4.693 -4.132 4.381
H 5.732 -2.890 2.468
H 0.455 -0.447 -0.670
H -0.215 0.774 1.869
H 1.425 0.001 1.891
H 0.534 -2.058 1.081
H 0.439 -2.120 3.553
H -1.329 -2.537 2.938
H -0.989 -0.819 3.406
H -2.238 0.062 1.762
H -2.559 0.113 0.037
H -4.828 0.517 1.240
H -7.003 -0.607 1.477
H -7.155 -3.048 1.435
H -5.079 -4.419 1.229
H -2.885 -3.299 0.977
N -6.190 0.319 -1.817
H -5.929 -0.347 -2.549
H -5.737 1.218 -1.999
H -7.203 0.440 -1.809
H -5.879 -0.043 -0.902
B 1.728 -1.308 -7.491
F 1.637 -2.002 -8.683
F 2.101 0.116 -7.804
F 0.507 -1.319 -6.823
F 2.704 -1.833 -6.682
Ca 2.814 2.826 2.110
Br 1.900 -1.568 3.836
C -5.126 -5.853 6.092
C -4.764 -7.338 5.976
C -3.954 -7.515 4.685
S -3.127 -5.948 4.392
O -3.656 -5.365 3.183
O -1.713 -6.098 4.607
C -3.840 -5.089 5.793
H -5.515 -5.607 7.079
H -5.890 -5.599 5.354
H -4.158 -7.633 6.834
H -5.652 -7.970 5.971
H -3.206 -8.299 4.779
H -4.598 -7.717 3.831
H -4.009 -4.044 5.537
H -3.134 -5.164 6.621
Br 0.376 0.731 -8.591
O 2.294 6.773 -3.060
H 1.633 7.458 -3.211
H 2.563 6.519 -3.952
Cl 4.590 -0.683 1.779
C -1.936 8.999 0.538
Cl -1.695 7.605 1.597
Cl -0.814 8.988 -0.831
H -2.949 8.975 0.156
H -1.774 9.904 1.111
Cs -1.022 -1.971 5.139

Output
Orbital gap (eV): 1.267
Net charge: 0
HOMO level (eV): -3.82

No. 2
Computed, not measured: an isolated molecule of C4H9NO, with wB97M-V/def2-TZVPD.

Element x y z (Å)
C -1.867 0.078 -0.055
N -0.541 0.194 0.573
C 0.391 -0.956 0.310
C 1.308 -0.054 -0.542
O 2.663 -0.029 -0.135
C 0.510 1.143 -0.067
H -2.469 -0.690 0.443
H -2.371 1.045 0.014
H -1.725 -0.177 -1.107
H -0.134 -1.777 -0.188
H 0.857 -1.312 1.231
H 1.317 -0.342 -1.603
H 2.668 0.724 0.478
H -0.675 0.386 1.565
H -0.001 1.738 -0.834

Output
Orbital gap (eV): 7.719
Energy relative to the best compared isomer or geometry (same formula, charge and spin) (eV): 4.210
Net charge: 0
HOMO level (eV): -7.09

No. 3
Computed, not measured: a structure of composition C5H10O, with wB97M-V/def2-TZVPD.

Element x y z (Å)
C 0.680 1.710 1.059
C 0.977 0.621 0.045
O 1.272 -0.529 0.455
C -0.932 0.592 -0.810
C -1.338 -0.643 -1.161
C -1.823 -0.142 0.147
H -0.038 1.352 1.801
H 0.297 2.618 0.585
H 1.612 1.957 1.582
H 1.419 0.966 -0.908
H 0.432 -1.596 -0.299
H -0.921 1.553 -1.302
H -1.692 -1.214 -2.008
H -0.223 -1.776 -0.756
H -1.341 -0.539 1.047
H -2.880 0.099 0.272

Output
Orbital gap (eV): 9.498
Energy relative to the best compared isomer or geometry (same formula, charge and spin) (eV): 5.587
Net charge: 0
HOMO level (eV): -9.11

No. 4
Computed, not measured: a structure of composition C32H29BrN5O7Ti, with wB97M-V/def2-TZVPD.

Element x y z (Å)
Ti -1.833 0.696 -0.358
C 4.518 1.311 -0.077
O 5.112 0.559 0.974
C 4.516 -0.540 1.516
C 5.308 -1.166 2.480
C 4.882 -2.301 3.144
C 3.645 -2.850 2.837
C 2.858 -2.250 1.877
C 3.258 -1.079 1.216
N 2.361 -0.481 0.288
C 1.071 -0.082 0.569
N 0.752 0.007 1.868
C -0.459 0.409 2.471
C -1.570 0.827 1.736
C -2.701 1.119 2.522
C -2.722 1.006 3.902
C -1.587 0.598 4.591
C -0.449 0.309 3.870
O 0.686 -0.147 4.534
C 1.762 0.778 4.641
N 0.266 0.277 -0.399
C 0.887 0.247 -1.687
C 0.861 -0.955 -2.399
C 1.445 -1.084 -3.646
C 2.103 0.009 -4.196
C 2.169 1.196 -3.493
C 1.576 1.340 -2.238
O 1.784 2.566 -1.680
C 1.081 3.040 -0.537
H 5.214 2.123 -0.278
H 3.558 1.734 0.203
H 4.401 0.715 -0.986
H 6.268 -0.718 2.697
H 5.524 -2.756 3.886
H 3.292 -3.740 3.342
H 1.903 -2.683 1.604
H 2.539 -0.612 -0.695
H 1.363 -0.487 2.496
H -3.612 1.427 2.025
H -3.627 1.229 4.455
H -1.571 0.493 5.669
H 1.888 1.065 5.688
H 1.579 1.679 4.053
H 2.685 0.303 4.295
H 0.346 -1.790 -1.940
H 1.386 -2.025 -4.176
H 2.558 -0.065 -5.176
H 2.690 2.056 -3.896
H 1.371 4.086 -0.445
H 1.377 2.521 0.378
H 0.005 2.975 -0.658
Br -1.367 -2.605 0.836
C -3.084 -2.000 0.252
C -4.090 -2.894 0.056
C -5.303 -2.416 -0.516
C -5.384 -1.083 -0.868
C -4.328 -0.227 -0.595
N -3.145 -0.684 -0.006
C -4.314 1.216 -0.890
O -5.171 1.749 -1.601
O -3.307 1.855 -0.331
H -3.944 -3.938 0.290
H -6.124 -3.095 -0.697
H -6.254 -0.677 -1.366
O -2.888 -2.114 -3.148
C -2.583 -0.953 -3.285
C -2.787 -0.138 -4.570
C -2.468 1.293 -4.151
C -1.870 1.093 -2.773
O -1.366 1.974 -2.052
N -1.953 -0.171 -2.347
H -3.795 -0.280 -4.955
H -2.077 -0.516 -5.309
H -3.360 1.912 -4.042
H -1.757 1.811 -4.795

Output
Orbital gap (alpha / beta) (eV): 4.110 / 4.152
Net charge: -1
HOMO level (alpha / beta) (eV): -1.84 / -1.88

No. 5
Computed, not measured: an isolated molecule of C4H6INO, with wB97M-V/def2-TZVPD.

Element x y z (Å)
C 1.764 -0.447 -0.680
N 0.488 -0.009 -1.140
C -0.670 -0.713 -0.854
O -0.877 -1.860 -0.914
C -0.753 0.597 -0.236
C -0.905 0.662 1.242
I -3.046 1.032 1.727
H 2.264 -1.134 -1.389
H 2.410 0.361 -0.568
H 1.748 -1.085 0.157
H -1.178 1.362 -0.911
H -0.462 1.481 1.752
H -0.782 -0.248 1.812

Output
Orbital gap (eV): 9.322
Energy relative to the best compared isomer or geometry (same formula, charge and spin) (eV): 2.750
SMILES: CN1C(=O)[C@H]1CI
Net charge: 0
HOMO level (eV): -9.57

No. 6
Computed, not measured: a cluster of 2 separate species, BrClH4Si2 in total, with wB97M-V/def2-TZVPD.

Element x y z (Å)
Si 0.908 0.579 -0.208
Si -3.647 -0.133 -0.527
Cl -5.515 0.211 0.244
Br 0.051 2.564 -0.005
H 0.333 0.091 -1.537
H 2.415 0.789 -0.028
H 0.378 -0.156 0.894
H -2.967 -0.964 0.681

Output
Orbital gap (eV): 7.963
Energy relative to the best compared isomer or geometry (same formula, charge and spin) (eV): 2.149
Net charge: 0
HOMO level (eV): -8.92

No. 7
Computed, not measured: a structure of composition C25H25MnN6O2, with wB97M-V/def2-TZVPD.

Element x y z (Å)
Mn 0.412 -0.116 -0.634
C -0.989 2.745 0.064
N -1.195 1.403 0.620
C -2.554 0.917 0.315
C -2.958 0.892 -1.162
C -2.135 -0.031 -2.101
N -1.263 -0.922 -1.368
C -1.620 -2.164 -1.274
C -0.987 -3.155 -0.473
C -1.484 -4.469 -0.460
C -0.968 -5.420 0.383
C 0.078 -5.086 1.248
C 0.612 -3.825 1.241
C 0.109 -2.821 0.384
O 0.632 -1.640 0.386
C -1.008 1.399 2.085
C 1.457 1.170 2.472
C 2.398 0.437 1.502
N 2.055 0.728 0.128
C 2.886 1.497 -0.507
C 2.740 1.997 -1.830
C 3.749 2.802 -2.387
C 3.641 3.317 -3.654
C 2.506 3.033 -4.419
C 1.497 2.257 -3.912
C 1.578 1.703 -2.612
O 0.629 0.951 -2.164
H -1.828 3.407 0.308
H -0.881 2.680 -1.016
H -0.071 3.175 0.457
H -3.287 1.563 0.831
H -2.639 -0.093 0.723
H -2.940 1.906 -1.559
H -3.998 0.561 -1.164
H -1.510 0.582 -2.760
H -2.833 -0.605 -2.730
H -2.506 -2.500 -1.826
H -2.291 -4.721 -1.132
H -1.378 -6.418 0.390
H 0.458 -5.826 1.936
H 1.419 -3.559 1.907
H -1.900 0.997 2.572
H -0.856 2.424 2.444
H 1.893 1.107 3.475
H 1.376 2.218 2.179
H 2.292 -0.639 1.675
H 3.429 0.747 1.730
H 3.795 1.816 0.014
H 4.633 3.006 -1.799
H 4.421 3.942 -4.061
H 2.428 3.433 -5.420
H 0.624 2.029 -4.508
N 0.123 0.592 2.518
C 0.044 -0.626 3.014
C -0.981 -1.344 3.547
C -0.855 -2.718 3.829
N -0.784 -3.840 4.064
C -2.151 -0.735 4.039
N -3.064 -0.164 4.452

Output
Orbital gap (alpha / beta) (eV): 4.604 / 4.483
Net charge: 0
<S²>: 6.05
HOMO level (alpha / beta) (eV): -5.90 / -5.90
2S+1: 5

No. 8
Computed, not measured: a structure of composition C5H6OS2, with wB97M-V/def2-TZVPD.

Element x y z (Å)
C 0.557 0.074 0.001
C 1.345 -0.984 -0.899
C 0.633 -1.850 0.056
C 0.859 -0.753 1.145
C -0.892 -0.231 -0.107
H 2.353 1.630 0.536
H 1.415 -1.106 -2.121
H 2.386 -0.966 -0.439
H 1.025 -2.959 -0.096
H 1.875 -0.671 1.523
H 0.159 -0.583 1.979
O -0.829 -1.565 -0.099
S 1.165 1.844 -0.080
S -2.264 0.634 -0.031

Output
Orbital gap (eV): 9.313
Energy relative to the best compared isomer or geometry (same formula, charge and spin) (eV): 2.970
Net charge: 0
HOMO level (eV): -8.89

No. 9
Computed, not measured: a cluster of 2 separate species, C34H36N2O in total, with wB97M-V/def2-TZVPD.

Element x y z (Å)
C 0.872 1.063 6.699
N 1.772 1.026 5.564
C 2.980 1.805 5.748
C 1.385 0.498 4.325
C 0.769 1.324 3.354
C 0.368 0.793 2.141
C 0.618 -0.569 1.811
C 0.254 -1.046 0.504
C 0.741 -0.481 -0.697
C 0.468 -1.108 -1.957
C 1.005 -0.668 -3.141
C 0.716 -1.339 -4.419
C -0.540 -1.961 -4.609
C -0.876 -2.555 -5.826
C 0.070 -2.614 -6.860
C 1.344 -2.053 -6.671
C 1.650 -1.409 -5.473
C 1.861 0.552 -3.152
O 2.405 0.956 -4.193
C 2.024 1.277 -1.866
C 2.705 2.584 -1.843
C 2.271 3.584 -0.939
C 2.892 4.834 -0.895
C 4.010 5.091 -1.703
C 4.465 4.106 -2.593
C 3.793 2.887 -2.686
C 1.527 0.719 -0.714
C 1.190 -1.407 2.813
C 1.593 -0.877 4.026
H -0.048 0.518 6.461
H 1.360 0.600 7.567
H 0.624 2.102 6.965
H 3.596 1.781 4.843
H 2.740 2.849 5.999
H 3.554 1.390 6.588
H 0.593 2.379 3.576
H -0.151 1.419 1.410
H -0.342 -1.956 0.422
H -0.158 -2.004 -1.954
H -1.269 -1.943 -3.794
H -1.879 -2.970 -5.961
H -0.184 -3.094 -7.806
H 2.098 -2.106 -7.459
H 2.626 -0.941 -5.353
H 1.408 3.378 -0.297
H 2.503 5.607 -0.226
H 4.517 6.055 -1.648
H 5.338 4.283 -3.224
H 4.103 2.156 -3.429
H 1.744 1.209 0.234
H 1.345 -2.466 2.583
H 2.091 -1.498 4.777
C -4.498 -2.957 0.620
C -2.972 -2.906 0.607
N -2.438 -1.499 0.610
C -2.974 -0.818 1.836
C -4.501 -0.791 1.874
C -5.071 -1.512 0.624
C -4.515 -0.789 -0.632
C -2.987 -0.804 -0.600
H -4.846 -3.509 -0.262
H -4.829 -3.506 1.510
H -2.547 -3.399 1.493
H -2.563 -3.396 -0.288
H -2.562 -1.369 2.695
H -2.545 0.194 1.851
H -4.841 -1.283 2.793
H -4.835 0.253 1.911
H -6.167 -1.516 0.629
H -4.855 -1.288 -1.548
H -4.856 0.252 -0.672
H -2.565 0.212 -0.602
H -2.575 -1.332 -1.473

Output
Orbital gap (eV): 6.786
SMILES: CN(C)c1ccc(C=C2C=C(c3ccccc3)C(=O)C(c3ccccc3)=C2)cc1.C1CN2CCC1CC2
Net charge: 0
HOMO level (eV): -7.61

No. 10
Computed, not measured: a structure of composition C43H46AlO8, with wB97M-V/def2-TZVPD.

Element x y z (Å)
C -5.609 -1.975 1.019
C -4.837 -1.053 1.235
C -3.850 0.101 1.556
C -2.394 -0.359 1.989
C -1.871 -1.695 1.305
Al -1.724 -1.565 -0.759
C -3.150 -2.894 -1.471
O -2.833 -3.103 -2.872
C -3.741 -3.977 -3.567
C -4.879 -4.646 -2.696
O -0.026 -1.934 -1.398
C 0.934 -2.124 -0.352
C 2.414 -2.204 -0.912
C 2.847 -3.692 -1.359
O -2.125 0.200 -1.174
C -2.265 0.398 -2.591
C -3.126 1.707 -2.817
O -4.530 1.489 -3.067
C -5.056 0.367 -2.333
C -6.642 0.530 -2.269
H -6.061 -2.897 0.574
H -3.812 0.828 0.686
H -4.308 0.696 2.416
H -2.435 -0.529 3.120
H -1.662 0.490 1.833
H -2.601 -2.529 1.570
H -0.874 -1.989 1.778
H -3.003 -3.825 -0.824
H -4.138 -2.379 -1.282
H -3.116 -4.838 -3.991
H -4.248 -3.490 -4.465
H -5.606 -3.889 -2.255
H -4.451 -5.304 -1.876
H -5.534 -5.341 -3.324
H 0.654 -3.058 0.225
H 0.893 -1.248 0.370
H 3.112 -1.933 -0.048
H 2.622 -1.446 -1.734
H 3.197 -3.700 -2.439
H 1.943 -4.341 -1.191
H 3.738 -4.061 -0.756
H -1.213 0.633 -2.982
H -2.617 -0.508 -3.167
H -2.919 2.451 -1.981
H -2.713 2.201 -3.762
H -4.684 0.278 -1.275
H -4.849 -0.569 -2.951
H -6.923 1.204 -3.142
H -6.892 1.064 -1.306
H -7.169 -0.473 -2.357
C 1.654 8.719 -4.998
C 1.131 9.772 -4.253
C 0.470 9.518 -3.059
C 0.318 8.207 -2.612
C 0.821 7.151 -3.372
C 1.499 7.411 -4.560
C 0.624 5.746 -2.933
O 1.066 4.826 -3.594
C -0.127 5.485 -1.682
C -0.371 4.172 -1.286
C -1.063 3.918 -0.107
C -1.506 4.975 0.683
C -1.270 6.286 0.289
C -0.589 6.545 -0.898
C -0.375 7.947 -1.326
O -0.765 8.874 -0.638
H 2.179 8.919 -5.926
H 1.242 10.793 -4.602
H 0.068 10.341 -2.479
H 1.904 6.594 -5.147
H -0.027 3.343 -1.895
H -1.257 2.894 0.197
H -2.039 4.776 1.606
H -1.622 7.105 0.907
C 7.002 -6.967 3.818
C 7.537 -6.654 5.065
C 7.125 -5.508 5.731
C 6.184 -4.663 5.146
C 5.667 -4.964 3.886
C 6.070 -6.124 3.228
C 4.702 -4.047 3.229
O 4.247 -4.308 2.133
C 4.308 -2.801 3.929
C 3.447 -1.904 3.301
C 3.060 -0.741 3.952
C 3.525 -0.473 5.238
C 4.387 -1.362 5.866
C 4.789 -2.524 5.209
C 5.737 -3.449 5.874
O 6.148 -3.216 6.997
H 7.318 -7.867 3.302
H 8.274 -7.307 5.519
H 7.540 -5.271 6.704
H 5.661 -6.369 2.254
H 3.079 -2.108 2.301
H 2.394 -0.041 3.460
H 3.216 0.432 5.749
H 4.749 -1.147 6.865

Output
Orbital gap (eV): 5.354
Net charge: -1
HOMO level (eV): -4.87

no.,largest force on an atom (eV/Å)
1,8.9
2,0.3
3,0.3
4,1.3
5,3.6
6,1.3
7,3.3
8,6.0
9,3.3
10,1.9